This record from OMol25 describes 14 unconnected molecules or ions with the total composition C84H140N14O14 in a non-equilibrium geometry. The level of theory is ωB97M-V/def2-TZVPD.

```
252
Properties=species:S:1:pos:R:3:forces:R:3
C 12.7071 -9.1753 27.8236 -0.3 1.2 -0.3
C 13.3260 -8.7575 26.6404 0.1 -1.2 0.8
C 13.5859 -7.4304 26.4172 0.2 0.6 -0.5
C 13.1969 -6.4719 27.3364 0.1 0.3 0.9
C 12.4455 -6.8217 28.4754 0.2 -0.6 -0.8
C 12.2162 -8.1895 28.6785 0.2 0.2 0.1
N 13.6988 -5.0756 27.1855 -1.0 2.6 0.6
O 13.0954 -4.1644 27.8384 1.2 -2.4 -1.3
O 14.6507 -4.8080 26.4524 -1.1 -1.0 0.7
H 12.5034 -10.1998 28.0979 0.2 -0.2 -0.4
H 13.7370 -9.4887 25.9600 -0.2 -0.1 -0.2
H 14.0666 -7.1594 25.4888 0.3 0.2 0.1
H 12.0092 -6.0983 29.1483 0.3 0.2 0.0
H 11.6898 -8.5412 29.5535 -0.2 0.2 0.2
C 16.8054 -1.7605 26.6510 0.1 -0.1 0.7
C 15.7397 -1.4156 27.4542 0.5 1.1 1.2
C 15.9743 -0.5867 28.6039 -0.5 -1.1 -0.1
C 17.2693 -0.2619 28.9556 1.0 0.2 -0.5
C 18.3368 -0.6290 28.1536 0.1 0.3 -0.7
C 18.0903 -1.3494 26.9976 0.1 -0.4 -0.1
N 17.6111 0.5725 30.1515 0.4 0.3 0.9
O 18.7961 0.8101 30.4468 -1.8 -0.7 -1.0
O 16.6703 0.9700 30.8150 0.2 -0.1 -0.3
H 16.5854 -2.4218 25.8260 0.4 0.1 -0.3
H 14.7871 -1.8105 27.1334 -0.4 0.3 0.6
H 15.2208 -0.3001 29.3225 -0.4 0.0 -0.3
H 19.3244 -0.2355 28.3440 0.0 -0.2 0.3
H 18.9156 -1.6447 26.3668 0.1 0.1 0.0
C 18.5230 -2.6347 23.3739 0.9 0.1 1.7
C 17.3126 -2.8924 22.7937 -0.5 -0.9 -0.5
C 16.6600 -4.1026 23.0299 -0.3 -0.8 0.3
C 17.1096 -4.9636 24.0292 1.3 1.6 0.0
C 18.2816 -4.5964 24.7551 0.3 -0.6 -0.8
C 19.0619 -3.4708 24.3986 -2.3 -0.5 -1.2
N 16.4516 -6.2692 24.2541 -0.3 -0.5 -1.1
O 16.7578 -6.9731 25.1807 0.8 0.3 1.1
O 15.6449 -6.6631 23.4184 -0.1 0.8 -0.2
H 19.0403 -1.7156 23.1417 0.1 0.0 -0.2
H 16.8466 -2.2376 22.0722 0.2 0.2 0.0
H 15.8236 -4.3943 22.4121 -0.2 0.1 0.2
H 18.6464 -5.3512 25.4359 0.1 0.2 0.4
H 20.0125 -3.2209 24.8461 -0.1 -0.2 0.2
C 15.5028 -11.4207 22.6812 0.5 0.6 0.2
C 15.6498 -10.2440 23.4133 0.0 0.2 -0.5
C 16.1707 -10.2626 24.6887 -0.1 -0.2 1.1
C 16.5035 -11.4674 25.2710 0.0 -0.8 -1.4
C 16.3969 -12.6654 24.5461 0.2 0.6 0.4
C 15.9146 -12.6124 23.2454 -0.2 -0.5 0.3
N 17.0088 -11.4690 26.6382 -1.0 -0.2 0.7
O 16.6005 -10.6138 27.4008 0.0 0.6 -0.2
O 17.6976 -12.3900 26.9913 0.8 -0.8 -0.1
H 15.1699 -11.3580 21.6558 -0.2 -0.1 0.0
H 15.4002 -9.2940 22.9643 -0.1 0.1 0.0
H 16.3071 -9.4122 25.3402 -0.1 0.5 -0.4
H 16.7005 -13.6086 24.9758 0.0 0.0 0.1
H 15.8180 -13.5392 22.6993 0.0 -0.1 -0.1
C 6.3639 -11.1542 33.8445 0.1 -0.2 0.8
C 7.3909 -11.5564 33.0323 0.0 -1.4 -0.9
C 7.7670 -10.8581 31.9130 0.2 1.1 -0.7
C 7.1778 -9.6134 31.6631 -0.7 -0.9 1.5
C 6.2186 -9.1517 32.5910 -0.1 0.6 -0.6
C 5.8042 -9.9127 33.7013 0.7 0.4 -1.0
N 7.5370 -8.8876 30.4352 0.5 0.1 -2.2
O 7.8091 -9.5403 29.4173 -0.3 -0.5 1.5
O 7.5724 -7.6753 30.3844 -0.5 0.1 1.4
H 6.0248 -11.8092 34.6334 0.1 0.0 0.1
H 7.7844 -12.5576 33.1284 0.2 0.0 0.3
H 8.5262 -11.2342 31.2433 -0.1 -0.1 -0.1
H 5.7418 -8.2080 32.3709 0.0 0.2 0.1
H 5.1183 -9.6106 34.4789 -0.3 0.5 -0.5
C 14.3141 -3.2072 30.9425 1.7 -1.1 0.5
C 13.3609 -2.3539 31.4071 -0.1 1.0 0.3
C 13.7106 -1.3987 32.3529 1.3 0.6 1.3
C 15.0301 -1.3617 32.9219 -1.6 -0.6 -1.0
C 15.9558 -2.3396 32.5580 -0.5 -0.1 -1.0
C 15.6005 -3.2462 31.5347 -0.6 0.6 0.5
N 15.4388 -0.2547 33.8215 0.4 1.6 -0.1
O 16.6275 -0.2689 34.1714 -2.0 0.1 -0.1
O 14.6350 0.6824 34.0566 1.6 -2.3 -0.3
H 13.9974 -3.8963 30.1736 0.4 -0.2 -0.2
H 12.3782 -2.4328 30.9661 -0.2 0.4 0.2
H 13.0148 -0.6551 32.7125 -0.1 0.0 -0.1
H 16.9611 -2.3763 32.9509 -0.1 0.2 0.2
H 16.3394 -3.9920 31.2812 0.0 -0.1 -0.4
C 10.4116 -2.3567 26.0936 1.2 0.2 -0.9
C 11.2692 -1.2991 26.3750 0.5 0.7 -1.0
C 12.4651 -1.0530 25.6161 -1.6 -0.6 2.1
C 12.8119 -2.0026 24.6944 1.5 1.5 0.2
C 12.0337 -3.0965 24.4644 -0.4 -1.8 -0.7
C 10.8484 -3.2996 25.1407 -0.5 0.7 1.0
N 14.1076 -1.8050 23.9676 1.7 0.5 -2.0
O 14.9613 -0.9323 24.3273 -2.9 -2.6 -0.6
O 14.2562 -2.5056 22.9314 -0.3 1.5 2.4
H 9.4240 -2.4256 26.5252 0.2 -0.2 0.4
H 10.9922 -0.5793 27.1310 0.0 0.1 0.0
H 13.0868 -0.2213 25.9130 0.1 0.0 -0.4
H 12.3621 -3.8457 23.7592 0.1 0.0 -0.1
H 10.2388 -4.1865 25.0500 0.1 -0.2 -0.6
C 10.5549 -7.7557 24.3852 -0.6 1.1 0.5
C 10.0924 -7.3803 25.8310 -0.4 -0.6 -0.9
N 8.6641 -6.8671 25.9487 1.4 -0.7 -1.0
C 8.4396 -6.6571 27.3648 -0.1 0.2 0.6
C 8.9374 -5.3158 27.8652 -0.2 0.3 -0.8
C 7.7171 -7.8561 25.3419 0.1 1.6 0.6
C 6.3034 -7.2441 25.0869 1.0 -0.3 0.6
H 10.2535 -8.7034 23.9389 -0.3 -0.1 0.5
H 11.6383 -7.7137 24.2737 0.0 0.2 0.2
H 10.0863 -6.9591 23.8074 0.3 0.0 -0.7
H 10.2592 -8.2442 26.4742 -0.3 -0.3 0.3
H 10.7820 -6.6260 26.2099 -0.2 0.2 -0.1
H 7.3784 -6.7408 27.5993 0.0 -0.1 -0.1
H 8.9723 -7.3977 27.9614 -0.2 -0.6 0.1
H 8.7174 -5.1949 28.9259 0.2 0.1 0.0
H 9.9974 -5.1814 27.6495 0.2 -0.1 0.3
H 8.4444 -4.5390 27.2809 -0.2 0.2 0.2
H 7.6976 -8.6932 26.0398 -0.3 -0.6 -0.2
H 8.1648 -8.1159 24.3827 -0.2 -0.4 0.1
H 5.5966 -8.0480 24.8810 0.0 0.1 -0.4
H 6.3677 -6.4956 24.2971 -0.1 -0.3 -0.2
H 5.9090 -6.7223 25.9588 0.2 0.0 0.2
C 18.1919 -5.2049 28.4315 0.6 1.6 -0.8
C 18.4871 -6.2447 29.4773 -1.6 -0.1 -0.7
N 17.3811 -6.2334 30.4500 0.7 -0.3 0.8
C 16.0560 -6.6029 29.9190 -0.7 -1.7 0.6
C 15.9221 -8.0799 29.3659 0.9 0.8 -0.7
C 17.7745 -7.0279 31.6324 -1.3 0.6 1.2
C 16.8885 -6.7320 32.8824 0.3 -0.8 -0.6
H 17.2409 -5.2200 27.8991 0.0 -0.8 0.0
H 18.9833 -5.1099 27.6880 0.1 -0.5 -0.2
H 18.1873 -4.1826 28.8097 0.0 0.0 0.8
H 18.5119 -7.2231 28.9975 0.3 -0.3 -0.2
H 19.4639 -6.0719 29.9291 -0.3 0.1 0.3
H 15.3379 -6.5092 30.7337 0.1 0.1 0.3
H 15.6509 -5.9162 29.1758 0.6 0.2 -0.2
H 14.9369 -8.5011 29.1656 -0.3 0.6 0.4
H 16.3776 -8.0608 28.3758 0.2 -0.3 -0.1
H 16.4735 -8.8260 29.9382 0.0 0.1 0.2
H 18.7641 -6.7475 31.9933 0.2 0.1 -0.7
H 17.7776 -8.1063 31.4740 0.1 -0.2 -0.3
H 16.9031 -5.6579 33.0678 -0.3 -0.1 0.2
H 17.2688 -7.2959 33.7341 0.5 0.3 0.2
H 15.8869 -7.1598 32.8383 -0.3 0.5 -0.5
C 11.2816 -11.8818 30.7752 -0.2 -0.7 -0.1
C 11.3556 -11.1574 32.1003 1.3 0.3 -1.0
N 11.9368 -9.8176 31.8723 -1.4 0.7 -0.4
C 11.4268 -8.8039 32.7950 0.8 0.3 -0.4
C 11.9513 -7.3833 32.4831 -0.2 0.4 0.4
C 13.3674 -9.7074 31.6567 0.2 -1.0 0.7
C 14.2100 -9.9784 32.9454 0.8 0.5 -1.5
H 10.9794 -12.9160 30.9400 -0.1 -0.2 0.0
H 12.2512 -11.9418 30.2808 -0.1 0.2 -0.2
H 10.5112 -11.4342 30.1473 0.3 0.2 -0.3
H 10.3343 -11.1599 32.4812 0.3 0.6 0.5
H 12.0091 -11.7451 32.7450 -0.1 -0.1 0.6
H 10.3384 -8.8406 32.7489 0.0 0.1 0.2
H 11.7781 -9.0692 33.7921 -0.3 0.2 0.6
H 11.8819 -7.0729 31.4406 0.1 -0.4 -0.2
H 11.4227 -6.5872 33.0074 -0.6 -0.4 0.3
H 12.9623 -7.1897 32.8415 0.3 -0.5 -0.3
H 13.5985 -8.7558 31.1781 0.0 0.3 0.5
H 13.6526 -10.3961 30.8614 0.1 -0.4 0.1
H 14.1619 -9.1676 33.6724 -0.6 -0.4 0.3
H 15.2631 -9.9405 32.6667 0.2 -0.1 -0.3
H 14.0843 -10.9954 33.3168 -0.4 0.3 0.4
C 9.9874 -10.6121 20.9303 -1.0 -1.0 -0.7
C 11.5000 -10.7582 21.0668 -0.5 0.6 -0.4
N 12.2884 -9.7717 20.3102 -0.4 0.8 0.9
C 12.2223 -8.4595 21.0052 1.4 -0.5 -0.7
C 13.2595 -7.5610 20.3408 -0.4 1.4 -0.3
C 11.9062 -9.6589 18.8917 1.4 -1.6 -0.1
C 12.2235 -10.9935 18.1769 -0.8 0.1 -0.1
H 9.4625 -9.7352 21.3091 0.6 0.3 0.3
H 9.5060 -11.4713 21.3974 0.0 -0.1 0.4
H 9.6349 -10.7060 19.9031 0.2 0.1 -0.3
H 11.6669 -10.6681 22.1402 0.7 0.1 -0.1
H 11.8357 -11.7487 20.7596 -0.3 -0.1 0.0
H 11.2046 -8.0704 21.0361 -0.1 0.4 -0.2
H 12.5508 -8.5611 22.0396 -0.1 -0.5 0.1
H 13.4549 -6.6202 20.8552 -0.1 -0.1 0.6
H 14.2369 -8.0235 20.2034 -0.2 -0.4 0.0
H 12.9135 -7.1724 19.3830 0.0 -0.4 -0.3
H 12.6126 -9.0517 18.3256 -0.1 0.8 0.7
H 10.9036 -9.2770 18.6995 -0.3 -0.1 0.1
H 13.2899 -11.2092 18.2441 0.0 0.1 0.1
H 11.9636 -10.8622 17.1265 0.1 -0.1 -0.1
H 11.6820 -11.8721 18.5275 -0.1 0.1 0.1
C 9.0411 -1.0841 29.2907 -0.2 0.7 1.3
C 8.7487 -0.8764 30.8076 1.3 0.1 0.3
N 9.5360 -1.7512 31.6978 -0.7 -1.9 0.6
C 9.1882 -1.5501 33.1187 1.1 1.2 0.1
C 9.6692 -0.1805 33.6793 -0.7 -0.3 -0.4
C 9.2575 -3.1753 31.4216 1.4 -0.4 -0.8
C 10.1451 -4.2023 32.1873 0.0 0.7 0.2
H 10.1245 -1.1017 29.1723 0.0 -0.4 -0.2
H 8.6765 -0.2123 28.7474 -0.1 0.1 0.0
H 8.5290 -1.9555 28.8823 0.3 -0.1 0.1
H 9.1477 0.0630 31.1902 -0.5 0.7 -0.8
H 7.6771 -0.8934 31.0062 -0.3 -0.2 0.1
H 8.1086 -1.6632 33.2185 -0.3 0.0 0.4
H 9.6796 -2.2878 33.7530 -0.1 -0.4 -0.5
H 8.8871 0.5446 33.4543 0.3 0.4 0.2
H 9.8427 -0.2157 34.7548 -0.3 -0.1 0.0
H 10.6210 0.1471 33.2611 -0.1 -0.1 -0.3
H 9.5147 -3.3071 30.3707 -0.1 -0.1 -0.1
H 8.2070 -3.4587 31.4862 -0.4 0.2 0.3
H 10.4317 -5.0382 31.5492 -0.4 -0.1 0.0
H 9.7163 -4.5719 33.1187 -0.3 -0.2 -0.2
H 11.0931 -3.7719 32.5099 0.1 0.4 -0.2
C 13.5047 -13.4632 26.9726 1.2 0.0 -0.1
C 12.0408 -13.2992 26.6761 0.2 0.0 0.9
N 11.7550 -12.0554 26.0038 -0.8 0.7 -0.9
C 12.3784 -11.9854 24.6469 -0.8 -0.9 -0.2
C 12.1390 -13.2536 23.7540 0.3 0.2 0.7
C 10.2854 -11.8012 25.8713 -0.3 0.3 -0.4
C 9.4201 -11.7559 27.1339 0.6 -1.0 0.4
H 13.7013 -14.4024 27.4897 -0.2 0.1 0.4
H 13.8451 -12.6045 27.5514 0.0 -0.1 0.4
H 14.2121 -13.4957 26.1440 -0.4 0.0 -0.6
H 11.6398 -14.2056 26.2223 -0.2 -0.1 -0.5
H 11.6143 -13.2619 27.6784 -0.5 0.1 0.0
H 11.9216 -11.1279 24.1527 0.0 0.1 0.0
H 13.4488 -11.7804 24.6672 0.0 -0.1 0.4
H 12.6038 -13.1421 22.7744 -0.3 0.3 -0.1
H 12.5922 -14.1578 24.1602 0.3 0.1 0.3
H 11.0819 -13.5112 23.6880 -0.1 0.3 -0.4
H 9.8428 -12.5110 25.1724 -0.2 -0.7 0.1
H 10.0377 -10.8876 25.3308 1.0 0.6 0.0
H 9.7990 -11.1345 27.9454 0.3 0.2 -0.2
H 9.3757 -12.7765 27.5139 -0.2 0.0 0.3
H 8.3929 -11.4344 26.9620 0.1 0.0 -0.4
C 19.7001 -14.3114 30.8338 -0.5 1.0 -0.1
C 18.9975 -13.7149 32.0724 0.0 -0.5 -1.7
N 17.8163 -14.5211 32.4343 0.3 0.1 1.9
C 16.7358 -14.6923 31.4702 0.6 1.3 -1.3
C 16.2066 -13.3559 30.8972 0.1 -0.3 -0.3
C 17.3107 -13.9391 33.6627 -0.4 -1.1 1.2
C 16.5991 -14.9665 34.5707 0.5 0.2 -0.6
H 19.0834 -14.0166 29.9848 0.1 -0.3 -0.3
H 19.7969 -15.3971 30.8265 -0.1 0.1 0.4
H 20.6795 -13.8652 30.6610 0.0 0.0 0.1
H 19.7252 -13.5094 32.8575 -0.3 -1.1 0.6
H 18.6819 -12.6867 31.8957 -0.1 0.4 -0.7
H 17.1246 -15.2866 30.6433 0.1 0.1 -0.2
H 15.8532 -15.2485 31.7860 0.4 -0.2 0.9
H 15.6562 -12.7214 31.5919 -0.2 -0.3 0.2
H 17.0110 -12.7204 30.5269 0.0 -0.2 -0.3
H 15.5496 -13.6345 30.0733 -0.1 0.4 -0.1
H 16.6005 -13.1224 33.5332 0.0 0.4 -0.4
H 18.1559 -13.5368 34.2212 0.0 0.0 0.0
H 17.1901 -15.8796 34.6414 0.2 0.1 0.2
H 15.6490 -15.2694 34.1306 -0.2 0.2 0.3
H 16.4888 -14.5011 35.5501 -0.4 -0.3 0.1
```
Positions in Å, forces in eV/Å.

Values from the calculation:
2S+1: 1
max |F|: 3.91 eV/A
electronic energy: -5103.80847 a.u.
highest occupied orbital energy: -8.2 eV